--- a ---
{"formula": "C5H11NO2", "method": "wB97M-V/def2-TZVPD", "lumo_energy_ev": -4.1597, "charge": 0, "e_homo_ev": -8.6, "elements": ["O", "C", "N", "C", "C", "C", "C", "H", "H", "H", "H", "H", "H", "H", "H", "H", "H", "H", "O"], "coordinates": [[1.488, -1.451, -1.147], [0.724, -0.796, -1.969], [-0.635, -0.632, -1.537], [-0.712, -0.535, -0.062], [0.539, 0.155, 0.545], [0.044, 0.611, 1.891], [0.701, 0.451, 3.041], [0.636, -1.403, -2.901], [1.110, 0.197, -2.289], [-0.956, -1.522, 0.334], [-1.532, 0.192, 0.014], [1.533, -0.289, 0.496], [0.549, 1.082, -0.055], [-0.820, 1.258, 1.692], [1.485, -0.303, 2.960], [0.543, 0.908, 4.005], [-2.527, 2.385, -0.558], [-1.084, 0.246, -1.838], [-1.773, 1.828, -0.321]], "mulliken_charge": [-0.4743, -0.2444, -0.1370, -0.8696, -0.2591, -0.1912, -0.7241, 0.3775, 0.3615, 0.3016, 0.5385, 0.5528, 0.2032, 0.2771, 0.2248, 0.3032, 0.1736, 0.3627, -0.7768]}

--- b ---
{"formula": "C5H11NO2", "method": "wB97M-V/def2-TZVPD", "lumo_energy_ev": 0.7790, "charge": 0, "e_homo_ev": -8.0, "smiles": "Cc1cc[nH]c1.O.O", "elements": ["C", "C", "C", "N", "C", "C", "H", "H", "H", "H", "H", "H", "H", "H", "H", "O", "H", "H", "O"], "coordinates": [[-1.266, 0.265, -0.891], [-0.162, 0.570, -0.054], [0.813, -0.295, 0.408], [1.639, 0.494, 1.157], [1.081, 1.792, 1.442], [-0.076, 1.773, 0.625], [-0.784, 0.305, -1.811], [-1.758, -0.693, -0.559], [-2.008, 1.150, -0.873], [1.033, -1.318, 0.046], [2.391, 0.122, 1.763], [1.529, 2.396, 2.246], [-0.671, 2.603, 0.634], [-1.349, -2.736, 1.201], [-2.144, -1.377, 0.892], [-1.472, -1.900, 1.388], [1.072, -0.540, -3.123], [0.874, -1.246, -1.852], [1.259, -1.366, -2.641]], "mulliken_charge": [-1.2226, 1.0113, -0.5845, -0.1040, -0.7073, -0.6680, 0.4220, 0.1724, 0.2599, 0.3638, 0.2433, 0.3527, 0.4877, 0.2722, 0.3196, -0.5830, 0.3493, 0.2530, -0.6378]}

What should be chosen as the most stable of them? Choose b.

--- a ---
{"formula": "C5H11NO2", "method": "wB97M-V/def2-TZVPD", "lumo_energy_ev": 0.7290, "charge": 0, "e_homo_ev": -9.2, "smiles": "CN[C@@H](C=O)CCO", "elements": ["C", "N", "C", "C", "C", "O", "C", "O", "H", "H", "H", "H", "H", "H", "H", "H", "H", "H", "H"], "coordinates": [[-1.101, 0.907, -2.118], [-0.890, 0.777, -0.656], [-0.259, -0.584, -0.402], [-0.277, -0.796, 1.116], [0.752, -0.134, 1.987], [1.131, 1.068, 1.429], [1.156, -0.834, -0.749], [1.541, -2.008, -0.534], [-1.815, 0.212, -2.507], [-1.681, 1.823, -2.155], [-0.078, 0.864, -2.670], [-0.259, 1.603, -0.302], [-0.981, -1.389, -0.760], [-1.368, -0.442, 1.457], [-0.249, -1.821, 1.493], [1.723, -0.797, 1.725], [0.597, -0.027, 3.022], [0.256, 1.526, 1.678], [1.802, 0.050, -1.053]], "mulliken_charge": [-0.8919, -0.4447, 0.4421, -0.9826, -0.7894, -0.4996, -0.0016, -0.5103, 0.3245, 0.3776, 0.2545, 0.2678, 0.4219, 0.3422, 0.3829, 0.2649, 0.4438, 0.3222, 0.2759]}

--- b ---
{"formula": "C5H11NO2", "method": "wB97M-V/def2-TZVPD", "lumo_energy_ev": 0.7538, "charge": 0, "e_homo_ev": -9.5, "smiles": "CN(C)C(=O)CCO", "elements": ["C", "C", "O", "C", "N", "C", "C", "O", "H", "H", "H", "H", "H", "H", "H", "H", "H", "H", "H"], "coordinates": [[0.896, -0.766, -0.687], [1.665, -0.172, -1.874], [2.886, 0.423, -1.493], [0.279, 0.368, 0.097], [-0.925, 0.173, 0.693], [-1.499, 1.316, 1.389], [-1.481, -1.124, 0.980], [0.824, 1.466, 0.157], [1.574, -1.408, -0.116], [0.120, -1.390, -1.135], [1.924, -0.964, -2.587], [1.008, 0.559, -2.358], [2.660, 1.145, -0.883], [-2.502, 1.059, 1.715], [-0.875, 1.601, 2.232], [-1.546, 2.164, 0.711], [-1.316, -1.848, 0.192], [-2.569, -1.060, 1.041], [-1.122, -1.543, 1.925]], "mulliken_charge": [-0.3037, -0.6869, -0.5444, 0.5878, 0.0434, -0.9019, -0.9448, -0.6983, 0.2398, 0.2799, 0.3536, 0.3218, 0.3527, 0.3175, 0.2970, 0.2957, 0.3572, 0.3280, 0.3057]}

What should be chosen as the most stable of them? Choose b.

--- a ---
{"formula": "C5H11NO2", "method": "wB97M-V/def2-TZVPD", "lumo_energy_ev": -3.2453, "charge": 0, "e_homo_ev": -8.8, "elements": ["C", "C", "C", "C", "C", "O", "O", "N", "H", "H", "H", "H", "H", "H", "H", "H", "H", "H", "H"], "coordinates": [[-0.474, 2.453, -1.865], [0.912, 2.689, -1.556], [0.291, -1.322, 0.978], [-0.735, -1.734, 1.941], [-1.011, -0.370, 1.208], [-0.975, 0.606, 1.913], [-0.035, -3.612, 0.035], [1.759, 1.731, -1.538], [-0.003, 1.314, -0.644], [-0.585, 1.445, -2.256], [-1.198, 3.244, -1.781], [1.264, 3.663, -1.202], [1.201, -0.831, 1.310], [0.436, -2.119, 0.198], [-1.384, -2.529, 1.567], [-0.599, -1.776, 3.013], [-1.722, -0.461, 0.383], [0.166, -4.470, -0.355], [2.693, 2.078, -1.350]], "mulliken_charge": [-0.8907, 0.2515, -0.2080, -0.4288, 0.0498, -0.4106, -0.7729, -0.6385, 0.0599, 0.4379, 0.2531, 0.3293, 0.2994, 0.2461, 0.2200, 0.3004, 0.4821, 0.2040, 0.2161]}

--- b ---
{"formula": "C5H11NO2", "method": "wB97M-V/def2-TZVPD", "lumo_energy_ev": 0.8472, "charge": 0, "e_homo_ev": -9.7, "smiles": "[H]/N=C\\OC.CC(C)=O", "elements": ["C", "C", "O", "N", "H", "H", "H", "H", "H", "C", "C", "C", "O", "H", "H", "H", "H", "H", "H"], "coordinates": [[-1.672, 0.924, 2.171], [0.437, 2.013, 1.399], [-0.912, 1.339, 1.066], [1.496, 1.915, 0.812], [1.704, 1.105, 0.204], [-0.091, 2.815, 1.921], [-1.285, -0.010, 2.602], [-1.662, 1.683, 2.966], [-2.706, 0.760, 1.856], [-0.266, -1.306, -0.455], [0.952, -1.350, -2.695], [0.984, -1.008, -1.230], [1.955, -0.488, -0.718], [-0.008, -1.690, 0.531], [-0.915, -2.007, -0.974], [-0.806, -0.364, -0.300], [0.842, -2.429, -2.812], [1.865, -1.022, -3.185], [0.089, -0.878, -3.162]], "mulliken_charge": [-0.6875, -0.0010, -0.3564, -0.5531, 0.4346, 0.3528, 0.2509, 0.3512, 0.2426, -0.7983, -1.2283, 0.8421, -0.6815, 0.2975, 0.3703, 0.1543, 0.3266, 0.3414, 0.3418]}

--- c ---
{"formula": "C5H11NO2", "method": "wB97M-V/def2-TZVPD", "lumo_energy_ev": 0.8045, "charge": 0, "e_homo_ev": -9.2, "smiles": "CN(C)C(=O)CCO", "elements": ["C", "C", "O", "C", "N", "C", "C", "O", "H", "H", "H", "H", "H", "H", "H", "H", "H", "H", "H"], "coordinates": [[-1.124, 0.434, -0.671], [-1.741, -0.281, -1.853], [-0.689, -0.464, -2.823], [-0.240, -0.504, 0.104], [0.779, 0.003, 0.864], [1.487, -0.861, 1.779], [0.979, 1.455, 0.995], [-0.411, -1.727, 0.077], [-1.884, 0.815, 0.024], [-0.526, 1.281, -1.001], [-2.076, -1.272, -1.576], [-2.498, 0.363, -2.295], [-0.356, -1.341, -2.695], [1.607, -1.832, 1.303], [2.470, -0.460, 2.020], [0.956, -1.048, 2.715], [1.598, 1.680, 1.859], [0.055, 2.018, 1.029], [1.615, 1.740, 0.144]], "mulliken_charge": [-0.3870, -0.7096, -0.5608, 0.5233, 0.0864, -1.0455, -1.0315, -0.6804, 0.3077, 0.3782, 0.3422, 0.3325, 0.3299, 0.3411, 0.4000, 0.3050, 0.3809, 0.3645, 0.3232]}

What should be chosen as the most stable of them? Choose c.

--- a ---
{"formula": "C4H5NO2", "method": "wB97M-V/def2-TZVPD", "lumo_energy_ev": 0.8352, "charge": 0, "e_homo_ev": -10.1, "smiles": "O=C[C@H]1CN=CO1", "elements": ["O", "C", "C", "C", "N", "C", "O", "H", "H", "H", "H", "H"], "coordinates": [[-2.552, 0.864, 0.018], [-1.691, 0.031, 0.151], [-0.427, 0.066, -0.635], [0.492, 0.743, 0.493], [1.744, 0.019, 0.391], [1.498, -0.996, -0.317], [0.252, -1.176, -0.838], [-1.614, -0.657, 1.014], [-0.607, 0.492, -1.637], [0.593, 1.828, 0.429], [0.093, 0.546, 1.512], [2.219, -1.760, -0.581]], "mulliken_charge": [-0.4879, -0.2409, 0.3867, -0.6359, -0.4745, 0.0879, -0.3873, 0.3809, 0.3352, 0.3357, 0.3066, 0.3935]}

--- b ---
{"formula": "C4H5NO2", "method": "wB97M-V/def2-TZVPD", "lumo_energy_ev": -0.5832, "charge": 0, "e_homo_ev": -9.1, "smiles": "N/C(C=O)=C/C=O", "elements": ["C", "C", "C", "C", "H", "H", "H", "H", "H", "N", "O", "O"], "coordinates": [[0.478, 0.527, -0.017], [0.806, -0.954, -0.004], [-0.802, 1.022, 0.000], [-2.027, 0.245, 0.006], [2.425, 0.774, 0.059], [1.579, 2.308, 0.104], [-0.034, -1.667, 0.064], [-0.949, 2.105, -0.051], [-2.922, 0.897, -0.060], [1.578, 1.294, -0.003], [1.935, -1.353, -0.011], [-2.170, -0.962, 0.010]], "mulliken_charge": [0.6085, 0.1355, -0.7143, 0.0244, 0.2352, 0.1938, 0.4428, 0.2394, 0.2759, -0.4117, -0.4936, -0.5360]}

--- c ---
{"formula": "C4H5NO2", "method": "wB97M-V/def2-TZVPD", "lumo_energy_ev": -0.7985, "charge": 0, "e_homo_ev": -10.2, "elements": ["O", "C", "C", "O", "N", "C", "C", "H", "H", "H", "H", "H"], "coordinates": [[1.627, 1.636, 1.154], [1.778, 0.570, 0.612], [0.609, -0.088, -0.070], [0.897, -1.000, -1.021], [-0.079, -1.220, 0.485], [-1.360, -0.763, -0.134], [-0.732, 0.630, -0.298], [2.760, 0.055, 0.563], [-2.243, -0.904, 0.507], [-1.510, -1.319, -1.063], [-0.776, 1.107, -1.269], [-0.973, 1.297, 0.534]], "mulliken_charge": [-0.4487, -0.3353, 1.0178, -0.4772, -0.3474, -0.3936, -0.4645, 0.3507, 0.3030, 0.2434, 0.3067, 0.2452]}

--- d ---
{"formula": "C4H5NO2", "method": "wB97M-V/def2-TZVPD", "lumo_energy_ev": -0.3980, "charge": 0, "e_homo_ev": -10.1, "smiles": "CON=C=CC=O", "elements": ["C", "O", "C", "N", "O", "C", "C", "H", "H", "H", "H", "H"], "coordinates": [[-0.290, -2.185, -0.410], [-1.078, -1.266, -1.143], [-0.705, 0.667, -0.186], [-1.587, -0.160, -0.402], [0.417, 1.914, 2.183], [0.879, 2.071, 1.077], [0.249, 1.572, -0.150], [0.432, -1.681, 0.243], [-0.923, -2.872, 0.165], [0.265, -2.727, -1.180], [1.797, 2.666, 0.905], [0.545, 2.000, -1.102]], "mulliken_charge": [-0.4829, -0.1665, 0.7464, -0.4534, -0.4730, 0.0355, -0.5803, 0.2538, 0.2294, 0.2221, 0.3169, 0.3521]}

What should be chosen as the most stable of them? Choose b.